Molecular formula: C23H24AuNO2P
Method: DFT, ωB97M-V/def2-TZVPD

```
52
Properties=species:S:1:pos:R:3
Au -0.02 0.65 0.36
O -2.44 -0.91 -2.61
C -1.40 -0.64 -2.07
O -1.41 -0.11 -0.85
C -0.10 -0.96 -2.82
P 1.62 -0.74 -2.24
C 1.80 -1.67 -0.67
C 3.11 -1.88 -0.23
C 3.38 -2.67 0.87
C 2.34 -3.30 1.55
C 1.04 -3.14 1.10
C 0.77 -2.33 0.00
C 1.73 1.07 -1.83
C 3.03 1.59 -1.65
C 3.24 2.95 -1.54
C 2.16 3.84 -1.61
C 0.89 3.36 -1.80
C 0.66 1.98 -1.91
H -0.17 -0.43 -3.77
H -0.17 -2.01 -3.09
H 3.93 -1.43 -0.78
H 4.41 -2.83 1.18
H 2.55 -3.94 2.39
H 0.22 -3.64 1.61
H -0.26 -2.26 -0.35
H 3.87 0.92 -1.66
H 4.25 3.33 -1.44
H 2.33 4.91 -1.55
H 0.05 4.04 -1.89
H -0.34 1.64 -2.14
C 2.45 0.61 1.90
N 1.19 1.40 1.88
C 1.52 2.81 1.59
C 0.50 1.31 3.22
C -0.87 0.74 3.10
C -1.71 0.58 4.20
C -2.98 0.04 4.03
C -3.42 -0.33 2.76
C -2.60 -0.17 1.65
C -1.35 0.36 1.87
H 3.10 0.99 2.69
H 2.94 0.71 0.94
H 2.22 -0.44 2.08
H 2.16 3.20 2.39
H 0.60 3.40 1.55
H 2.04 2.87 0.64
H 0.46 2.32 3.65
H 1.12 0.71 3.89
H -1.37 0.87 5.18
H -3.62 -0.08 4.88
H -4.41 -0.74 2.63
H -2.92 -0.46 0.66
```

Summary:
- Total charge: +1
- HOMO level: -11.35 eV
- DFT total energy: -42799.1782 eV
- Kohn-Sham gap: 0.25505 Ha
- LUMO energy: -4.41 eV
- Max |F|: 0.53 eV/Å
- Energy above the lowest of the compared OMol25 structures with the same formula, charge and spin: 43.8 kcal per mole



Molecular formula: C23H24BrN3O2Pt
Method: DFT, ωB97M-V/def2-TZVPD

```
54
Properties=species:S:1:pos:R:3
Pt 0.28 -0.41 0.68
C -0.92 2.18 0.67
N -0.14 1.36 1.64
C -0.92 1.22 2.89
C 1.17 2.02 1.82
C 1.31 3.13 2.64
C 2.52 3.82 2.68
C 3.55 3.42 1.85
C 3.42 2.32 1.01
C 2.24 1.56 1.01
N 2.00 0.42 0.25
C 2.92 -0.58 -0.07
C 4.30 -0.59 0.16
C 5.08 -1.66 -0.24
C 4.52 -2.77 -0.87
C 3.14 -2.82 -1.04
C 2.36 -1.77 -0.61
N 0.87 -1.82 -0.70
C 0.31 -3.16 -0.43
C 0.47 -1.36 -2.05
H -1.09 3.17 1.09
H -1.88 1.69 0.48
H -0.36 2.26 -0.25
H -1.22 2.19 3.28
H -0.30 0.70 3.62
H -1.80 0.62 2.67
H 0.48 3.45 3.25
H 2.63 4.66 3.34
H 4.48 3.97 1.84
H 4.22 2.07 0.34
H 4.76 0.23 0.68
H 6.14 -1.63 -0.05
H 5.14 -3.59 -1.19
H 2.69 -3.70 -1.47
H 0.60 -3.87 -1.22
H -0.77 -3.07 -0.40
H 0.68 -3.50 0.53
H 0.87 -2.05 -2.80
H 0.87 -0.36 -2.22
H -0.62 -1.33 -2.11
Br -4.66 -5.68 5.74
C -3.46 -4.58 4.76
C -3.93 -3.91 3.63
C -3.05 -3.11 2.92
C -1.72 -2.98 3.33
C -1.28 -3.66 4.46
C -2.15 -4.46 5.18
C -0.76 -2.11 2.56
O 0.42 -2.02 2.91
O -1.29 -1.50 1.54
H -4.95 -4.02 3.32
H -3.38 -2.58 2.04
H -0.25 -3.54 4.76
H -1.81 -4.99 6.06
```

Summary:
- HOMO level: -7.03 eV
- DFT total energy: -106095.8492 eV
- Kohn-Sham gap: 0.27474 Ha
- LUMO energy: 0.45 eV
- Max |F|: 0.81 eV/Å



Molecular formula: C23H24CaN6O2
Method: DFT, ωB97M-V/def2-TZVPD

```
56
Properties=species:S:1:pos:R:3
Ca -0.45 0.04 -1.68
C 2.93 -3.55 3.40
C 1.84 -2.81 2.67
C 1.20 -1.70 3.23
C 0.24 -0.99 2.55
C -0.16 -1.32 1.23
N -1.09 -0.64 0.51
C -1.62 0.54 1.04
C -3.00 0.65 1.26
C -3.59 1.82 1.70
C -2.83 2.97 1.93
C -3.48 4.25 2.38
C -1.47 2.89 1.69
C -0.88 1.71 1.25
N 0.53 1.72 1.02
C 1.50 2.09 1.88
C 2.70 1.93 1.25
C 2.36 1.44 -0.02
N 1.05 1.32 -0.15
C 0.46 -2.48 0.71
C 1.43 -3.18 1.40
N 0.02 -3.03 -0.53
C -0.42 -4.28 -0.73
C -0.72 -4.42 -2.07
C -0.43 -3.17 -2.62
N 0.02 -2.34 -1.69
H 2.68 -3.68 4.46
H 3.88 -3.02 3.35
H 3.09 -4.54 2.98
H 1.46 -1.40 4.24
H -0.24 -0.16 3.04
H -3.60 -0.24 1.09
H -4.66 1.85 1.86
H -4.18 4.07 3.19
H -4.03 4.71 1.56
H -2.74 4.97 2.72
H -0.84 3.77 1.82
H 1.24 2.42 2.88
H 3.69 2.12 1.64
H 3.01 1.17 -0.84
H 1.88 -4.05 0.92
H -0.50 -4.96 0.11
H -1.11 -5.29 -2.57
H -0.55 -2.82 -3.63
N 1.52 0.61 -3.48
C 1.21 1.82 -4.28
C -0.15 1.67 -4.97
C -1.07 1.08 -3.91
O -1.35 1.82 -2.92
O -1.29 -0.16 -3.93
H 2.47 0.64 -3.15
H 1.44 -0.22 -4.07
H 1.98 2.03 -5.02
H 1.16 2.66 -3.59
H -0.08 0.99 -5.82
H -0.50 2.64 -5.30
```

Summary:
- HOMO level: -6.78 eV
- DFT total energy: -55718.9063 eV
- Kohn-Sham gap: 0.26741 Ha
- LUMO energy: 0.50 eV
- Max |F|: 0.16 eV/Å
- Energy above the lowest of the compared OMol25 structures with the same formula, charge and spin: 0.0 kcal per mole



Molecular formula: C23H24Cl12N2O4
Method: DFT, ωB97M-V/def2-TZVPD

```
65
Properties=species:S:1:pos:R:3
C 3.22 2.66 2.17
Cl 3.70 1.58 0.78
Cl 1.74 3.65 1.88
Cl 3.07 1.63 3.58
Cl 4.51 3.78 2.28
C -0.45 3.07 5.47
Cl 0.23 1.47 6.03
Cl 0.79 4.28 4.87
Cl -1.51 2.74 4.09
Cl -1.36 3.65 6.78
C -1.52 2.59 -4.16
Cl -1.29 0.91 -3.61
Cl -0.92 3.62 -2.88
Cl -0.61 2.84 -5.67
Cl -3.25 2.86 -4.32
C -1.18 2.42 0.72
N -0.17 1.41 0.60
O 0.52 1.54 -0.41
O 0.05 0.60 1.47
H -1.47 2.90 -0.21
H -0.71 3.22 1.30
H -2.01 1.99 1.29
C 2.74 1.96 -3.09
N 3.36 0.64 -2.89
O 2.65 -0.37 -2.82
O 4.56 0.59 -2.65
H 3.56 2.67 -3.19
H 2.11 2.29 -2.27
H 2.25 2.07 -4.06
C -4.07 -0.05 1.69
C -4.99 0.93 1.44
C -5.11 1.64 0.20
C -4.20 1.26 -0.80
C -3.36 0.20 -0.62
C -3.35 -0.46 0.62
H -4.17 -0.50 2.67
H -5.77 1.07 2.17
H -5.81 2.43 -0.02
H -4.34 1.68 -1.78
H -2.72 -0.16 -1.40
H -2.82 -1.40 0.75
C 1.80 -2.79 2.33
C 1.93 -2.04 1.12
C 3.21 -1.82 0.59
C 4.28 -2.55 1.05
C 4.17 -3.29 2.24
C 2.95 -3.37 2.89
H 0.82 -2.97 2.73
H 1.10 -1.49 0.72
H 3.28 -1.17 -0.27
H 5.26 -2.50 0.61
H 5.01 -3.87 2.59
H 2.75 -4.09 3.68
C -0.09 -2.39 -3.06
C -0.33 -2.04 -1.74
C -0.89 -2.97 -0.89
C -1.27 -4.28 -1.29
C -1.16 -4.59 -2.63
C -0.50 -3.72 -3.55
H 0.44 -1.72 -3.71
H 0.03 -1.10 -1.35
H -1.13 -2.68 0.12
H -1.78 -4.98 -0.65
H -1.50 -5.57 -2.94
H -0.31 -3.91 -4.59
```

Summary:
- Total charge: -1
- HOMO level (alpha / beta): -0.52 / -6.72 eV
- DFT total energy: -185671.6518 eV
- Kohn-Sham gap (alpha / beta): 0.07425 / 0.30198 Ha
- <S²>: 0.7520
- Spin multiplicity: 2
- LUMO energy (alpha / beta): 1.50 / 1.49 eV
- Max |F|: 3.22 eV/Å



Molecular formula: C23H24N2O2
Method: DFT, ωB97M-V/def2-TZVPD

```
51
Properties=species:S:1:pos:R:3
C -4.68 -1.45 1.67
C -4.65 -0.97 0.22
C -6.00 -0.32 -0.10
C -4.43 -2.19 -0.68
C -3.54 0.04 -0.04
C -3.38 0.56 -1.32
C -2.40 1.49 -1.61
C -1.53 1.92 -0.61
C -0.51 2.96 -0.92
O -0.76 4.01 -1.46
N 0.78 2.62 -0.62
N 1.19 1.42 -0.08
C 1.54 1.28 1.23
O 1.50 2.18 2.02
C 1.94 -0.15 1.57
C 2.82 -0.77 0.52
C 2.37 -1.83 -0.22
C 3.17 -2.43 -1.21
C 4.43 -1.95 -1.44
C 4.94 -0.86 -0.71
C 6.23 -0.36 -0.94
C 6.71 0.71 -0.23
C 5.91 1.31 0.75
C 4.65 0.84 1.00
C 4.13 -0.25 0.29
C -1.69 1.42 0.68
C -2.68 0.49 0.95
H -5.48 -2.17 1.80
H -4.86 -0.62 2.36
H -3.74 -1.94 1.95
H -6.06 -0.02 -1.14
H -6.81 -1.02 0.11
H -6.14 0.57 0.52
H -4.47 -1.92 -1.73
H -5.21 -2.93 -0.50
H -3.47 -2.65 -0.48
H -4.04 0.25 -2.12
H -2.30 1.90 -2.60
H 1.48 3.35 -0.73
H 1.28 0.63 -0.71
H 2.43 -0.14 2.54
H 1.02 -0.73 1.67
H 1.38 -2.22 -0.05
H 2.78 -3.26 -1.77
H 5.06 -2.41 -2.20
H 6.84 -0.83 -1.70
H 7.71 1.09 -0.42
H 6.30 2.15 1.30
H 4.06 1.33 1.76
H -1.06 1.77 1.48
H -2.77 0.14 1.96
```

Summary:
- HOMO level: -8.55 eV
- DFT total energy: -31316.7435 eV
- Kohn-Sham gap: 0.32227 Ha
- SMILES: CC(C)(C)c1ccc(C(=O)NNC(=O)Cc2cccc3ccccc23)cc1
- LUMO energy: 0.22 eV
- Max |F|: 0.78 eV/Å
- Energy above the lowest of the compared OMol25 structures with the same formula, charge and spin: 3.3 kcal per mole



Molecular formula: C23H24N2O3
Method: DFT, ωB97M-V/def2-TZVPD

```
52
Properties=species:S:1:pos:R:3
O -2.16 -1.85 -2.05
C -2.65 -0.83 -1.58
C -1.89 0.35 -1.05
C -0.53 0.40 -1.07
C 0.28 1.60 -0.90
C 0.31 2.33 0.30
C 1.07 3.50 0.38
C 1.76 3.97 -0.74
C 1.74 3.24 -1.94
C 1.04 2.04 -2.00
C -2.86 1.37 -0.54
O -2.63 2.48 -0.06
C -4.20 0.77 -0.76
C -5.45 1.27 -0.40
C -6.59 0.50 -0.67
C -6.47 -0.75 -1.32
C -5.21 -1.25 -1.68
C -4.08 -0.49 -1.38
H -0.02 -0.47 -1.50
H -0.30 2.00 1.14
H 1.10 4.05 1.32
H 2.29 4.92 -0.70
H 2.26 3.60 -2.83
H 0.99 1.44 -2.91
H -5.50 2.25 0.09
H -7.57 0.87 -0.37
H -7.36 -1.33 -1.52
H -5.09 -2.20 -2.18
C 4.50 -0.62 -1.14
N 3.74 -0.68 0.09
C 4.53 -0.37 1.28
C 2.44 -1.05 0.02
O 1.92 -1.35 -1.06
C 1.64 -1.08 1.33
C 2.19 -2.04 2.41
C 1.01 -2.99 2.71
C -0.23 -2.34 2.05
N 0.34 -1.51 1.05
H 3.82 -0.78 -1.98
H 4.98 0.36 -1.22
H 5.28 -1.38 -1.13
H 3.92 -0.18 2.17
H 5.22 -1.20 1.50
H 5.13 0.52 1.07
H 1.64 -0.03 1.70
H 3.08 -2.58 2.06
H 2.44 -1.44 3.29
H 1.20 -3.95 2.21
H 0.88 -3.17 3.78
H -0.92 -3.08 1.62
H -0.79 -1.74 2.79
H -0.24 -1.13 0.32
```

Summary:
- HOMO level: -7.99 eV
- DFT total energy: -33362.5186 eV
- Kohn-Sham gap: 0.26824 Ha
- SMILES: O=C1C(=Cc2ccccc2)C(=O)c2ccccc21.CN(C)C(=O)[C@@H]1CCCN1
- LUMO energy: -0.69 eV
- Max |F|: 2.18 eV/Å
- Energy above the lowest of the compared OMol25 structures with the same formula, charge and spin: 76.5 kcal per mole